This record from the Open Molecules 2025 dataset describes C54H135N9 as an isolated structure. The level of theory is the ωB97M-V functional and the def2-TZVPD basis.

LUMO energy: 0.600 eV
orbital gap: 6.4854 eV
energy above the lowest of the compared OMol25 structures with the same formula, charge and spin: 3409.1 kJ/mol
electronic energy: -2629.8246 hartree

Each line ends with the Mulliken charge.
CARTESIAN COORDINATES (ANGSTROEM)
N: 25.43559 -25.36119 -10.21339  0.4512
N: 26.73399 -18.88972 -10.96124  1.2310
N: 18.23568 -15.05321 -12.34196  0.2249
N: 15.55397 -19.18333 -13.52111  0.1202
N: 21.16076 -20.37776 -10.63875  1.4587
N: 21.46147 -24.64189 -12.65211  0.9919
N: 20.33179 -23.87757 -7.56189  0.4244
N: 23.32459 -14.23820 -11.42607  0.3126
N: 22.05687 -19.53035 -5.09576  0.1653
C: 24.83276 -20.15871 -9.92599  1.2990
C: 23.38847 -19.23316 -4.52289  -0.4685
C: 19.10585 -21.98405 -8.80560  -0.7732
C: 19.44826 -22.71521 -7.48957  -1.3533
C: 16.97735 -14.29431 -12.08722  -0.2675
C: 21.60969 -21.58663 -3.67846  -1.0180
C: 27.61230 -25.15814 -8.79123  -1.1908
C: 26.81806 -25.84334 -10.00631  -0.7336
C: 17.04091 -19.32263 -13.76966  -0.4478
C: 21.15133 -20.15036 -4.10220  -0.5673
C: 19.17602 -17.37594 -12.34253  0.1454
C: 23.67073 -23.46126 -10.90080  0.2606
C: 22.65227 -13.39874 -12.38368  0.0906
C: 23.51672 -23.93707 -13.96435  -0.6084
C: 28.03206 -18.29405 -10.80373  -0.8238
C: 21.47365 -26.58053 -10.91930  -1.0881
C: 22.12218 -20.05121 -6.46197  -0.6760
C: 14.96233 -18.71595 -15.92859  -1.4468
C: 20.77390 -20.01659 -7.17411  -2.4653
C: 18.70906 -19.84206 -10.38258  -0.9495
C: 25.81209 -17.74504 -13.00286  -1.1010
C: 21.26085 -21.76351 -11.13496  -0.7019
C: 19.87487 -24.87798 -8.60647  0.1831
C: 19.80274 -14.27781 -10.44743  -0.8517
C: 21.73470 -16.13821 -11.26921  0.5186
C: 25.14052 -24.03258 -10.75735  -2.0591
C: 18.64001 -25.75332 -8.13356  -1.7229
C: 23.33420 -18.31041 -3.24310  -1.4393
C: 21.76122 -23.53634 -7.79983  0.4777
C: 20.00698 -19.59459 -11.20265  1.0597
C: 25.01966 -26.89362 -12.17653  -1.0623
C: 15.15307 -19.20122 -12.10619  -0.7846
C: 24.53061 -14.87285 -11.88655  -0.5218
C: 16.87056 -12.82727 -12.66322  -1.4123
C: 22.39000 -22.48760 -10.34847  2.1851
C: 26.36978 -20.03651 -10.16224  -1.8260
C: 22.48984 -22.96574 -6.62566  -1.3116
C: 14.83459 -18.23224 -14.46177  -0.0383
C: 24.50508 -26.44091 -10.69734  1.2575
C: 25.23358 -15.76022 -10.79861  -1.1066
C: 17.69212 -20.52772 -13.12590  -0.7001
C: 15.43507 -17.80447 -11.47564  -0.8024
C: 28.11103 -17.72602 -9.38716  -1.1728
C: 19.46322 -14.27276 -11.95593  -1.2278
C: 19.66286 -24.05041 -11.12196  0.3511
C: 22.03270 -24.37847 -14.00192  -1.0976
C: 22.35442 -19.50643 -10.57313  1.9464
C: 23.50515 -12.17694 -12.89584  -1.7158
C: 22.19093 -18.49799 -9.54946  -0.7929
C: 21.90138 -25.98166 -12.24496  -0.8373
C: 19.96480 -24.52649 -12.55714  -2.1577
C: 18.01840 -16.44909 -11.94450  0.2346
C: 22.42899 -14.98660 -10.61375  -2.1958
C: 26.31568 -19.10313 -12.39677  -0.4369
H: 20.10285 -21.93888 -9.24384  -0.2514
H: 21.14879 -19.53284 -3.20400  0.5256
H: 24.24617 -12.42039 -13.65724  0.4050
H: 28.76704 -19.07016 -11.01716  0.4726
H: 19.60586 -24.45067 -9.57247  -0.8456
H: 19.18488 -23.07961 -11.25307  -0.0405
H: 18.48586 -23.11380 -7.16862  0.6675
H: 24.26361 -17.75576 -3.11404  0.4303
H: 20.56653 -23.90200 -10.53081  -0.3314
H: 27.12043 -25.46157 -7.86706  0.2880
H: 27.39666 -25.87795 -10.92941  0.4623
H: 28.00393 -18.48283 -8.61008  0.3285
H: 17.74133 -20.33103 -12.05492  -0.7131
H: 21.53927 -22.33346 -4.46928  0.0703
H: 19.93324 -15.31483 -10.13813  0.1330
H: 22.31158 -22.33239 -9.27243  0.6498
H: 16.87593 -14.16147 -11.01011  0.3110
H: 25.44623 -19.74744 -12.52729  -0.0259
H: 22.64024 -21.52344 -3.32907  0.2914
H: 24.24356 -19.65137 -10.68989  -0.5980
H: 26.84670 -20.06575 -9.18255  0.3383
H: 27.24549 -17.06917 -9.30057  0.2259
H: 22.04995 -22.00774 -6.34850  -0.7716
H: 27.13472 -19.56789 -12.94566  0.5514
H: 22.73130 -19.50681 -7.18357  0.6597
H: 23.04996 -15.45548 -9.85043  0.4243
H: 28.65023 -25.48707 -8.84237  0.4041
H: 20.68042 -20.38557 -8.19549  0.1819
H: 27.61414 -24.06815 -8.79401  0.2233
H: 21.34901 -21.86117 -12.21699  0.9109
H: 22.32538 -13.95843 -13.26003  0.2075
H: 20.70705 -13.69264 -10.28045  0.3295
H: 17.14915 -16.82649 -12.48308  0.0468
H: 14.86077 -17.00102 -11.93691  0.3747
H: 23.21662 -18.77039 -2.26193  0.3322
H: 17.45373 -12.12915 -12.06267  0.3343
H: 17.92414 -19.30336 -10.91344  0.1618
H: 23.83031 -18.73583 -5.38634  0.4022
H: 19.85568 -22.05146 -6.72698  -0.0212
H: 25.72649 -23.37988 -10.11027  0.3854
H: 16.49210 -17.59351 -11.63778  -0.0625
H: 21.92374 -26.04764 -10.08172  0.1591
H: 21.38075 -23.60168 -14.40150  0.5503
H: 24.62136 -19.79337 -8.92103  -0.1583
H: 19.71099 -19.92480 -12.19837  -0.5403
H: 18.68625 -26.14471 -7.11730  0.3773
H: 15.78357 -19.86212 -11.51141  0.1412
H: 21.82056 -12.89681 -11.88929  0.1370
H: 25.65817 -23.83353 -11.69571  0.2261
H: 24.57242 -27.23861 -9.95759  0.4505
H: 14.12514 -18.32118 -16.50424  0.4420
H: 17.22241 -12.64067 -13.67785  0.3389
H: 15.16900 -17.76730 -10.41927  0.4581
H: 21.26291 -16.74388 -10.49547  -0.2002
H: 24.16309 -24.80120 -13.81083  -0.1161
H: 16.28146 -15.03862 -12.47431  0.2770
H: 23.71677 -23.14596 -13.24169  0.0098
H: 21.25827 -17.94692 -9.67021  0.6637
H: 21.07141 -21.92209 -2.79200  0.4633
H: 14.10470 -19.47094 -11.97866  0.4236
H: 23.69195 -22.40253 -11.15915  1.6380
H: 21.91456 -25.27733 -14.60707  0.5153
H: 22.59648 -21.03176 -6.42123  0.9542
H: 19.97736 -20.40426 -6.53903  1.3136
H: 15.30578 -17.26760 -14.27321  0.0052
H: 22.56448 -17.55039 -3.37731  0.3746
H: 25.19652 -14.11244 -12.29452  0.3092
H: 20.14418 -20.11825 -4.51781  0.3599
H: 24.71827 -26.24138 -12.99619  0.1709
H: 15.85433 -12.44973 -12.54987  0.3955
H: 18.69796 -20.71122 -13.50368  0.5055
H: 23.19984 -20.18703 -10.47241  0.3493
H: 22.46911 -19.07310 -11.56670  -0.2300
H: 21.85360 -22.89429 -8.67581  -0.4194
H: 26.19861 -16.15523 -11.11604  0.4207
H: 26.05427 -27.23296 -12.22686  0.3939
H: 24.86719 -17.45541 -12.54309  -0.0260
H: 18.85458 -19.32604 -9.43356  0.1864
H: 20.38794 -26.58371 -10.82272  0.3124
H: 22.25976 -23.56366 -10.46354  1.2618
H: 18.89569 -18.39603 -12.08000  -0.0091
H: 17.78184 -25.11093 -8.33102  0.3838
H: 20.62129 -18.94036 -7.25492  0.4892
H: 28.94153 -17.04044 -9.21880  0.3943
H: 23.51444 -22.73087 -6.91398  0.3682
H: 14.85542 -19.78101 -16.13428  0.3271
H: 24.43249 -27.78053 -12.41467  0.4229
H: 19.33525 -17.38279 -13.42081  0.0359
H: 20.90158 -15.99461 -11.95724  -0.2672
H: 20.68076 -25.53629 -8.93090  0.4815
H: 24.14402 -15.50032 -12.68962  0.5350
H: 22.88837 -11.51120 -13.49955  0.4685
H: 23.98103 -20.08622 -4.19233  0.2456
H: 21.77746 -14.22283 -10.18917  0.1307
H: 23.53210 -25.96798 -10.83058  -2.2168
H: 26.82214 -26.91348 -9.79922  0.4460
H: 17.22396 -21.49751 -13.29447  0.5395
H: 26.65679 -20.96684 -10.65235  0.2701
H: 20.34212 -18.56002 -11.27634  -1.2392
H: 24.61459 -21.22527 -9.98046  0.4678
H: 22.40876 -24.37932 -8.04101  0.3557
H: 23.38278 -22.12964 -10.62115  -4.1638
H: 18.43230 -20.85497 -10.09014  -0.0683
H: 19.06556 -13.83931 -9.77483  0.3553
H: 26.47194 -16.96977 -12.61344  0.2584
H: 22.98411 -25.89720 -12.33800  0.1045
H: 24.04957 -11.64680 -12.11439  0.3440
H: 25.40562 -15.08886 -9.95731  0.5041
H: 23.82133 -23.55071 -14.93700  0.5613
H: 22.42295 -23.70234 -5.82500  0.7391
H: 18.37653 -22.56536 -9.36975  0.7596
H: 17.79154 -16.30517 -10.88813  0.7439
H: 21.64366 -26.68278 -13.03876  0.6882
H: 15.82761 -18.27832 -16.42646  0.3233
H: 24.63263 -16.62268 -10.51029  -0.0054
H: 17.52910 -18.42206 -13.39720  0.1320
H: 28.26500 -17.51985 -11.53480  0.4471
H: 18.45557 -26.62300 -8.76422  0.3773
H: 20.37107 -22.36596 -10.95210  -0.6435
H: 23.13258 -23.54779 -9.95687  -1.2173
H: 19.56066 -23.85944 -13.31859  0.5483
H: 22.99464 -17.76611 -9.46893  0.6308
H: 20.14864 -17.22472 -11.87429  -0.0112
H: 21.75697 -27.62542 -11.04597  0.6345
H: 23.07773 -24.01839 -11.62609  -0.8298
H: 25.88204 -17.50990 -14.06490  0.4997
H: 17.35019 -19.37277 -14.81366  0.3863
H: 19.01253 -24.69722 -10.53306  1.2908
H: 20.28361 -14.69813 -12.53395  0.7401
H: 18.55616 -21.05051 -8.68536  1.1214
H: 19.57462 -25.52037 -12.77640  0.2158
H: 22.37806 -16.77520 -11.87620  0.3355
H: 19.52622 -13.26759 -12.37277  0.6512
H: 13.81638 -18.21098 -14.07330  0.4443
H: 22.16133 -18.92854 -8.54854  -1.7242


This record from the Open Molecules 2025 dataset describes C3H2Br2O2 as an isolated structure. The level of theory is the ωB97M-V functional and the def2-TZVPD basis.

LUMO energy: 0.209 eV
orbital gap: 9.2360 eV
energy above the lowest of the compared OMol25 structures with the same formula, charge and spin: 166.5 kJ/mol
electronic energy: -5413.9522 hartree

Each line ends with the Mulliken charge.
CARTESIAN COORDINATES (ANGSTROEM)
Br: 1.28893 -1.32619 -0.27963  -0.1321
Br: 0.08657 1.07426 3.64007  -0.1178
O: -0.68609 1.17731 1.04235  -0.3630
O: 0.87298 1.26877 -2.61299  -0.3069
C: -0.74241 0.53158 2.04479  0.1394
C: 0.12326 -0.87559 -1.65952  -0.4768
C: 0.60744 0.21925 -2.23097  0.5699
H: -1.24844 -0.36835 2.36454  0.3470
H: -0.30223 -1.70103 -2.30864  0.3403